2 unconnected molecules or ions with the total composition C6H16N2 in a non-equilibrium geometry, computed with ωB97M-V/def2-TZVPD.

Structure (XYZ):
```
24
Properties=species:S:1:pos:R:3:forces:R:3:nbo_charge:R:1
H -3.551 0.423 1.301 0.1841 -0.3627 0.5722 0.198
H -4.707 -1.783 0.570 0.9450 0.8708 -1.1050 0.215
H -3.948 -1.437 -1.053 -0.3363 -0.4462 -0.9159 0.213
C 1.878 0.363 -2.276 -1.3421 -1.7162 0.7424 -0.626
H 1.373 -0.673 -0.106 2.2478 -0.9000 -1.4720 0.368
C -3.687 0.150 0.264 1.0187 2.6631 -0.1271 -0.605
C 0.922 0.300 1.732 -2.6831 -2.0163 -1.5146 -0.509
C -3.845 -1.283 -0.007 -1.7202 -2.0561 1.7231 -0.608
H 2.150 -0.568 -2.741 0.4481 0.0495 -0.8593 0.236
H 0.782 0.210 -2.071 0.8362 0.3319 0.2900 0.208
C 2.392 -0.069 1.343 1.2210 0.2598 -1.7431 -0.185
H 2.230 1.537 -0.695 0.5912 0.0731 0.8119 0.195
N -0.068 -0.060 0.810 1.8991 0.9800 3.4434 0.257
H 1.922 1.250 -2.837 0.3231 0.7376 -1.3867 0.245
H 0.918 -0.072 2.738 -1.6787 -0.2783 1.0610 0.307
H -4.495 0.884 -0.022 0.7033 -1.1469 -0.3806 0.227
H 2.875 0.886 1.350 1.4095 0.1297 0.8261 0.241
H 3.820 0.730 -1.232 -2.0559 -0.3708 0.4611 0.246
N 2.406 -0.496 -0.007 -2.3323 1.7533 -0.5639 -0.423
H 0.924 1.392 1.834 0.1009 0.8223 -0.6162 0.386
H -2.988 -1.865 0.329 0.2984 0.1256 -0.0548 0.193
C 2.682 0.595 -1.039 1.1224 -0.3328 0.3948 -0.238
H -2.713 0.427 -0.240 -1.0368 0.3675 0.2999 0.178
H 2.728 -0.839 2.053 -0.1634 0.4622 0.1136 0.282
```
Forces are in eV/Å.

Calculated values
max |F|: 4.1 eV/A
ΔE to the lowest compared entry with this formula, charge and spin: 680.0 kJ/mol
HOMO (alpha / beta): -14.025 / -14.022 eV
Kohn-Sham gap (alpha / beta): 4.76 / 5.04 eV
molar mass: 116.21 g/mol
2S+1: 2
total charge: +1

=====

C3H5NS in the gas phase in a non-equilibrium geometry, computed with ωB97M-V/def2-TZVPD.

Structure (XYZ):
```
10
Properties=species:S:1:pos:R:3:forces:R:3:nbo_charge:R:1
C -2.089 -1.033 0.022 -1.3826 0.3518 -1.8659 -0.400
H -2.156 -1.691 -0.884 -0.7614 0.5697 0.6318 0.211
N -0.737 -0.651 -0.052 3.1941 0.6871 1.9049 -0.182
H 1.641 0.916 -0.950 -0.2240 0.9924 -2.6448 0.272
H 0.828 1.829 0.528 1.5179 -2.1360 -1.2141 0.302
H 2.306 0.461 0.366 -0.8318 0.6617 1.1136 0.269
S -2.907 0.630 0.016 0.2162 -0.7222 -0.2782 -0.509
H -2.445 -1.560 0.898 0.9317 -0.2464 0.3218 0.246
C 1.320 0.856 0.028 -0.0840 0.3821 2.8177 -0.734
C 0.329 -0.198 0.072 -2.5760 -0.5401 -0.7870 0.527
```
Forces are in eV/Å.

Calculated values
max |F|: 3.8 eV/A
ΔE to the lowest compared entry with this formula, charge and spin: 294.7 kJ/mol
HOMO: -7.073 eV
Kohn-Sham gap: 6.89 eV
molar mass: 87.15 g/mol
2S+1: 1
total charge: 0

=====

C3H5NO2 in the gas phase in a non-equilibrium geometry, computed with ωB97M-V/def2-TZVPD.

Structure (XYZ):
```
11
Properties=species:S:1:pos:R:3:forces:R:3:nbo_charge:R:1
O 0.653 1.688 -0.601 -0.6148 -0.3731 -0.1957 -0.700
C 0.865 -0.543 0.280 0.8658 -0.1861 0.0928 0.639
H 1.416 1.288 -1.057 -0.3704 -0.0285 0.3377 0.493
H -0.212 -2.265 -0.174 -0.3729 0.2514 0.0420 0.407
C -1.148 -0.206 -0.001 0.9102 1.6543 0.4108 -0.261
H -1.247 0.270 -0.958 -1.2629 -1.1639 -1.2602 0.213
H -1.977 -0.171 0.715 0.0751 0.2206 -0.6093 0.201
H -0.160 1.310 1.212 0.6769 -0.0257 0.6239 0.198
C 0.111 0.769 0.319 -0.2833 -0.2109 0.7139 0.012
N -0.249 -1.331 0.223 0.4093 -0.0660 -0.3342 -0.615
O 2.026 -0.772 0.047 -0.0330 -0.0720 0.1783 -0.587
```
Forces are in eV/Å.

Calculated values
max |F|: 2.1 eV/A
ΔE to the lowest compared entry with this formula, charge and spin: 188.7 kJ/mol
HOMO: -9.994 eV
Kohn-Sham gap: 10.92 eV
SMILES: O=C1NC[C@@H]1O
molar mass: 87.08 g/mol
2S+1: 1
total charge: 0

=====

C5H4O in the gas phase in a non-equilibrium geometry, computed with ωB97M-V/def2-TZVPD.

Structure (XYZ):
```
10
Properties=species:S:1:pos:R:3:forces:R:3:nbo_charge:R:1
C -0.110 -0.377 0.849 0.9775 0.2598 -2.0143 -0.349
H 0.066 1.790 -0.950 0.1924 3.5270 -0.0285 0.249
H -0.170 0.456 -2.176 -0.8089 0.8891 1.1405 0.260
C -0.044 0.797 -1.105 0.2696 -4.3465 -1.1968 -0.207
C 1.119 -0.520 0.275 0.9844 -0.7028 0.2940 0.161
C -1.181 -0.252 1.726 -2.5500 -1.6618 0.2156 -0.192
H -1.937 -1.204 1.699 1.5607 2.2392 -0.2740 0.181
H 1.942 -1.212 0.622 -0.8431 1.2486 -0.7620 0.220
C -0.948 0.332 -0.051 -0.1504 -0.6516 1.2367 0.139
O 1.263 0.191 -0.888 0.3679 -0.8011 1.3888 -0.462
```
Forces are in eV/Å.

Calculated values
max |F|: 4.5 eV/A
ΔE to the lowest compared entry with this formula, charge and spin: 635.7 kJ/mol
HOMO (alpha / beta): -7.658 / -7.655 eV
Kohn-Sham gap (alpha / beta): 7.00 / 6.99 eV
SMILES: C1=C2C=C2CO1
molar mass: 80.09 g/mol
2S+1: 1
total charge: 0